(1)
C9H14O | ωB97M-V/def2-TZVPD

```
! wB97M-V def2-TZVPD RIJCOSX def2/J DEFGRID3
* xyz 0 1
C 0.376 -2.206 0.603
C 0.185 -0.801 1.119
C 0.760 0.240 0.408
C 0.795 1.513 1.003
C 0.065 1.678 2.162
O 0.122 2.956 2.703
C -0.592 0.661 2.852
C -0.477 -0.613 2.350
H 1.411 -2.550 0.635
H -0.239 -2.945 1.115
H 0.060 -2.246 -0.446
H 1.132 0.065 -0.590
H 1.284 2.351 0.533
H -0.672 3.174 3.185
H -1.233 1.047 3.636
H -0.608 -1.567 2.843
C 0.259 -0.458 -3.362
C -0.899 0.256 -2.677
H 0.479 -1.495 -3.105
H 0.317 -0.490 -4.446
H 1.122 0.123 -3.012
H -0.962 0.058 -1.610
H -0.806 1.322 -2.857
H -1.880 -0.072 -3.042
*
```

Output
Gap between HOMO and LUMO   9.301 eV
Relative energy (zero: lowest compared OMol25 entry of this formula, charge and spin)   0.802 eV

Here are the Löwdin charges for atoms 1 to 6, given in e: atom 1 (C): -0.0585, atom 2 (C): -0.2900, atom 3 (C): -0.0489, atom 4 (C): 0.0030, atom 5 (C): -0.3181, atom 6 (O): 0.0221

=====

(2)
C9H14O | ωB97M-V/def2-TZVPD

```
! wB97M-V def2-TZVPD RIJCOSX def2/J DEFGRID3
* xyz 0 1
C 0.201 -2.165 2.546
C 0.371 -1.720 1.093
C -0.211 -0.559 0.738
C -0.344 -0.467 -0.713
C 0.479 -1.227 -1.520
O 0.473 -0.863 -2.904
C 1.249 -2.358 -1.058
C 1.132 -2.617 0.299
H -0.386 -3.129 2.449
H -0.307 -1.441 3.169
H 1.161 -2.241 3.003
H -0.736 0.032 1.540
H -1.137 0.210 -1.150
H 0.294 0.101 -2.913
H 1.913 -3.017 -1.569
H 1.578 -3.480 0.850
C -0.435 3.076 -1.141
C -1.034 3.139 0.244
H -1.132 2.312 -1.820
H -0.381 4.120 -1.684
H 0.680 2.961 -1.249
H -1.590 2.229 0.530
H -1.649 4.072 0.255
H -0.189 3.032 1.003
*
```

Output
Gap between HOMO and LUMO   9.348 eV
Relative energy (zero: lowest compared OMol25 entry of this formula, charge and spin)   2.332 eV

Here are the Löwdin charges for atoms 1 to 6, given in e: atom 1 (C): -0.0644, atom 2 (C): -0.3305, atom 3 (C): -0.0369, atom 4 (C): -0.0298, atom 5 (C): -0.2720, atom 6 (O): -0.0131

=====

What is the gap between HOMO and LUMO in the first record?
9.301 eV

=====

Which formula does entry 2 have?
C9H14O

=====

Which formula does entry 2 have?
C9H14O